Record 1
{
  "formula": "C8H15FNO5S",
  "method": "wB97M-V/def2-TZVPD",
  "species": ["C", "C", "C", "C", "N", "S", "C", "O", "O", "H", "H", "H", "H", "H", "H", "H", "H", "H", "H", "H", "H", "C", "C", "O", "C", "O", "O", "F", "H", "H", "H"],
  "coordinates": [[1.859308, -2.230373, -1.550981], [2.322730, -0.792360, -2.202329], [3.940679, -0.654955, -1.948249], [1.423131, 0.378550, -1.443576], [0.253906, 0.881662, -2.258881], [-1.281772, 0.316501, -1.653316], [-1.829993, -1.351560, -2.358076], [-1.418833, 0.298571, -0.112444], [-2.357426, 1.351918, -2.165929], [2.083006, -2.184614, -0.395300], [2.503136, -3.063012, -2.101516], [0.708825, -2.362677, -1.747991], [2.093204, -0.681378, -3.347102], [4.391030, 0.344685, -2.370266], [4.185793, -0.816609, -0.815075], [4.451228, -1.556454, -2.537058], [2.165457, 1.305899, -1.322513], [1.164995, 0.034216, -0.355979], [-1.013626, -1.885981, -3.006365], [-2.226519, -2.097556, -1.514761], [-2.765296, -1.162156, -3.074815], [-2.142246, 2.065309, 2.976067], [-2.518610, 0.788861, 3.647431], [-1.685205, 0.755996, 4.783758], [-1.460962, 2.063035, 5.096870], [-1.017065, 2.443957, 6.167254], [-1.801668, 2.896805, 4.067200], [-2.217235, -0.273403, 2.867411], [-1.274137, 1.957481, 2.317167], [-2.968351, 2.492037, 2.400876], [-3.567483, 0.737605, 3.958489]],
  "atomic_forces_ev_per_a": [[0.428, 0.714, -1.111], [-0.164, 0.140, 1.076], [-0.316, -0.821, -0.626], [1.230, 0.579, -0.143], [-1.977, -2.449, 2.216], [-1.016, 5.405, 1.033], [-1.460, -1.651, -0.749], [0.922, -1.189, -3.399], [3.126, -3.646, 0.588], [-0.468, -0.276, -2.346], [-1.538, 1.380, 1.404], [2.342, 0.019, 0.541], [0.384, -0.471, 2.179], [-0.942, -1.874, 1.008], [-0.407, 0.551, -2.077], [-0.908, 1.905, 1.232], [-1.518, -1.724, -0.228], [0.333, 0.517, -1.882], [-1.359, 1.268, 1.418], [1.122, 1.833, -1.622], [2.151, -0.092, 1.627], [-0.211, 0.509, -1.388], [0.086, -0.999, -0.787], [-0.169, 0.977, 0.375], [1.151, 1.245, 2.186], [-0.920, -0.825, -2.310], [0.276, -0.493, 1.405], [-0.242, -0.102, 0.238], [-0.205, -0.303, 0.007], [0.198, 0.041, 0.175], [0.073, -0.169, -0.040]],
  "molar_mass_g_mol": 256.3,
  "charge": -1,
  "orbital_gap_ha": 0.259,
  "spin_multiplicity": 1,
  "e_homo_ev": -4.1,
  "energy_ha": -1242.75325
}

=====

Record 2
{
  "formula": "C6H14NOP",
  "method": "wB97M-V/def2-TZVPD",
  "species": ["C", "C", "C", "C", "C", "C", "N", "O", "P", "H", "H", "H", "H", "H", "H", "H", "H", "H", "H", "H", "H", "H", "H"],
  "coordinates": [[-1.126986, -0.030687, -0.914197], [-2.356532, 0.076454, -0.049393], [1.260058, -0.151484, -0.379894], [-3.192555, 1.047289, -0.384451], [1.487876, 0.267185, -1.859070], [2.017799, 0.636186, 0.645855], [1.440896, -1.597402, -0.220588], [-0.090371, 0.179792, -0.049497], [0.377417, -2.614472, 0.431600], [-1.152336, -0.972461, -1.368024], [-1.348116, 0.789940, -1.630991], [-2.501199, -0.731567, 0.718403], [-2.945086, 1.743814, -1.188122], [-4.082084, 1.259007, 0.201512], [-0.030931, -0.170407, 5.057201], [1.105973, 1.272042, -2.153412], [0.926725, -0.454069, -2.536655], [2.491918, 0.178396, -2.055820], [1.391168, 1.440781, 1.041681], [2.785477, 1.286662, 0.193554], [2.535910, 0.056838, 1.408201], [-0.408498, 0.170245, 4.469992], [1.413471, -3.682079, 0.622113]],
  "atomic_forces_ev_per_a": [[-2.136, 1.533, 0.599], [-0.205, -0.834, -0.411], [-2.257, -0.678, -1.209], [-0.560, 0.195, 1.079], [-2.726, -0.863, -0.204], [1.698, 1.585, -0.019], [0.058, -0.188, 0.813], [0.585, 0.648, 1.007], [2.366, 0.704, -0.506], [0.443, -1.598, -1.104], [1.154, -0.578, -0.222], [-0.034, 1.229, -0.598], [-0.139, -0.194, 0.252], [-0.098, -0.083, -0.244], [-0.563, 0.507, -0.872], [0.383, -0.544, 0.794], [0.758, 0.722, 0.844], [2.399, -0.098, -0.712], [-0.339, -0.733, 0.407], [0.177, -0.675, -0.269], [-0.404, -0.070, 0.051], [0.565, -0.509, 0.861], [-1.124, 0.521, -0.338]],
  "molar_mass_g_mol": 147.2,
  "orbital_gap_ha": 0.313,
  "spin_multiplicity": 1,
  "e_homo_ev": -9.0,
  "energy_ha": -708.20987
}